Entry 1:
An isolated molecule of C5H11N in a non-equilibrium geometry, computed with the ωB97M-V functional and the def2-TZVPD basis.

Spin multiplicity: 1
Gap between HOMO and LUMO: 8.6 eV
ΔE to the lowest compared entry with this formula, charge and spin: 33.9 kcal/mol

Atoms and positions in Å:
C: -0.03766 -0.59409 1.81724
C: -0.28970 -0.43728 0.35342
C: -0.86323 -1.59350 -0.41867
C: 0.05843 0.70947 -0.27062
C: 0.49614 0.81428 -1.72378
N: 0.07774 1.98238 0.39148
H: -0.98822 -0.88113 2.31803
H: 0.61517 -1.39643 2.15788
H: 0.21335 0.34376 2.29708
H: -1.75242 -1.55096 -1.03110
H: -0.00330 -1.98294 -1.00270
H: -0.88504 -2.41874 0.30996
H: -0.09096 0.17692 -2.39151
H: 1.48981 0.36173 -1.88417
H: 0.55305 1.85448 -2.03805
H: 0.70688 2.62902 -0.09695
H: 0.69996 1.98304 1.21246

Atomic forces in eV per Å
C -2.390 0.004 1.017
C 0.183 1.246 -0.730
C 2.987 -1.770 0.793
C 0.118 -0.005 -0.238
C -0.395 -0.924 -0.046
N 2.493 0.536 0.648
H 0.206 0.142 -0.120
H 0.536 0.035 -0.599
H 0.412 0.024 0.059
H -0.181 0.514 0.135
H -0.613 0.114 -0.581
H -0.882 0.081 -0.207
H -0.406 0.550 -0.060
H -0.004 0.336 0.560
H -0.304 -0.134 -0.322
H -0.752 -0.111 -0.808
H -1.007 -0.637 0.499

---

Entry 2:
An isolated molecule of C5H11N in a non-equilibrium geometry, computed with the ωB97M-V functional and the def2-TZVPD basis.

Spin multiplicity: 1
Gap between HOMO and LUMO: 8.6 eV
ΔE to the lowest compared entry with this formula, charge and spin: 39.9 kcal/mol

Atoms and positions in Å:
C: 0.81492 -1.93330 -1.12200
C: 0.48736 -0.41070 -1.03037
C: -0.20368 0.35187 0.09465
C: -0.41783 -0.52591 1.39504
C: -0.42480 1.65183 -0.10111
N: -0.82738 2.50897 0.93634
H: 1.36962 -2.24649 -0.31958
H: -0.08901 -2.60107 -1.27847
H: 1.44721 -2.22879 -2.00164
H: 1.50195 -0.00258 -0.93091
H: 0.14671 -0.05470 -1.98918
H: 0.64624 -0.58130 1.92568
H: -0.60167 -1.49704 1.02293
H: -1.19073 -0.09797 2.10960
H: -0.01314 2.15989 -0.92195
H: -1.39702 2.23072 1.78283
H: -1.24876 3.27656 0.42814

Atomic forces in eV per Å
C -2.597 -0.077 -2.467
C 2.099 0.100 -0.339
C -0.552 -2.157 0.421
C 1.989 3.010 0.175
C 0.008 -2.139 3.134
N -0.989 1.160 0.294
H 1.064 -0.893 2.297
H 0.794 0.758 0.588
H -0.473 0.989 0.494
H 0.185 0.067 -0.442
H -0.318 0.054 -0.363
H -2.243 0.181 -0.789
H -0.692 -1.125 0.140
H 0.965 -0.821 -0.886
H 0.075 0.530 -1.278
H 0.989 -0.055 -1.942
H -0.306 0.420 0.963

---

Entry 3:
An isolated molecule of C5H11N in a non-equilibrium geometry, computed with the ωB97M-V functional and the def2-TZVPD basis.

Spin multiplicity: 1
Gap between HOMO and LUMO: 9.7 eV
ΔE to the lowest compared entry with this formula, charge and spin: 36.7 kcal/mol

Atoms and positions in Å:
C: 2.04290 1.87761 -0.62965
C: 1.28727 0.54456 -0.25562
C: -0.23803 0.49177 -0.26702
C: -0.87458 -0.66657 0.18773
C: -2.41243 -0.74936 0.03090
N: -0.09473 -1.61694 0.92996
H: 1.97946 2.10272 -1.70169
H: 1.71966 2.85020 -0.12690
H: 3.07289 1.76919 -0.20328
H: 1.67779 0.19067 0.67691
H: 1.69596 -0.26937 -0.97787
H: -0.99897 1.08904 -0.91954
H: -2.68821 -1.62172 -0.55211
H: -2.88223 -0.91427 1.02418
H: -2.75368 0.21829 -0.35057
H: 0.72765 -1.94258 0.45671
H: 0.28201 -1.14161 1.76636

Atomic forces in eV per Å
C -0.244 0.534 1.361
C 0.344 0.462 -1.946
C -2.370 -2.400 -0.955
C 1.019 3.425 -0.662
C 1.294 -0.415 1.507
N -0.788 -0.070 1.210
H 0.468 -0.299 0.255
H -0.279 -1.487 -0.345
H -0.529 0.023 -1.103
H -0.051 0.055 0.829
H -0.717 1.282 0.827
H 2.200 -0.329 1.170
H -0.168 0.116 -0.426
H 0.275 0.162 -0.438
H -0.139 -0.522 -0.203
H 0.150 -0.088 -0.630
H -0.465 -0.450 -0.453

---

Entry 4:
An isolated molecule of C5H11N, computed with the ωB97M-V functional and the def2-TZVPD basis.

Spin multiplicity: 1
Gap between HOMO and LUMO: 8.5 eV
ΔE to the lowest compared entry with this formula, charge and spin: 87.9 kcal/mol

Atoms and positions in Å:
C: 2.17010 -0.34376 1.13851
C: 1.75123 -0.31345 -0.34833
C: 0.31536 -0.70321 -0.35277
C: -0.55747 0.45174 -0.63640
N: -1.99430 0.25150 -0.56027
C: -2.45186 0.19924 0.81981
H: 1.63192 0.41355 1.71873
H: 1.96780 -1.32293 1.58070
H: 3.24006 -0.13238 1.22149
H: 1.98948 0.68022 -0.76923
H: 2.34530 -1.06957 -0.87609
H: -2.18186 -0.65193 -0.98809
H: -0.28192 0.70782 -1.68187
H: -0.27817 1.35446 -0.06172
H: -3.50165 -0.10824 0.84498
H: -2.38849 1.20068 1.26322
H: -1.86722 -0.49356 1.45076

Atomic forces in eV per Å
C 0.016 -0.012 0.170
C -0.029 -0.040 -0.107
C 0.127 0.412 -0.118
C 0.074 -0.082 0.072
N 0.043 -0.195 -0.053
C -0.100 0.048 0.197
H 0.062 -0.122 -0.083
H 0.026 0.140 -0.059
H -0.159 -0.022 -0.031
H -0.107 -0.129 0.050
H -0.099 0.087 0.090
H -0.022 0.123 0.006
H 0.045 -0.074 0.082
H 0.027 -0.122 -0.072
H 0.164 0.052 0.017
H 0.009 -0.144 -0.049
H -0.078 0.080 -0.110

---

Entry 5:
An isolated molecule of C5H11N, computed with the ωB97M-V functional and the def2-TZVPD basis.

Spin multiplicity: 1
Gap between HOMO and LUMO: 9.8 eV
ΔE to the lowest compared entry with this formula, charge and spin: 31.7 kcal/mol

Atoms and positions in Å:
C: -1.55642 0.61690 -0.98042
C: -1.23522 0.39382 0.48979
N: -0.42700 -0.79918 0.74260
C: 0.30816 -1.47133 -0.31521
C: 1.01853 -0.71635 0.74932
C: 1.75335 0.56580 0.43095
H: -2.24397 1.45266 -1.11008
H: -0.65212 0.85287 -1.54953
H: -2.00643 -0.28197 -1.41517
H: -0.71590 1.27500 0.88636
H: -2.15875 0.29046 1.07764
H: 0.26515 -2.56053 -0.32589
H: 0.33234 -1.03365 -1.31243
H: 1.46054 -1.27558 1.57075
H: 2.82693 0.36227 0.34317
H: 1.62117 1.31267 1.22610
H: 1.40966 1.01613 -0.50794

Atomic forces in eV per Å
C -0.033 0.035 -0.067
C -0.026 0.117 -0.117
N -0.151 -0.098 0.150
C 0.132 -0.112 -0.194
C 0.281 -0.046 0.146
C -0.069 0.090 -0.057
H -0.067 -0.017 0.045
H -0.141 -0.023 0.019
H 0.017 0.162 0.031
H -0.063 -0.084 0.006
H 0.178 0.004 -0.233
H -0.013 0.210 0.147
H -0.004 -0.006 0.177
H 0.035 -0.019 -0.077
H -0.198 0.052 -0.025
H 0.038 -0.179 -0.112
H 0.084 -0.087 0.160

---

Entry 6:
An isolated molecule of C5H11N in a non-equilibrium geometry, computed with the ωB97M-V functional and the def2-TZVPD basis.

Spin multiplicity: 1
Gap between HOMO and LUMO: 9.9 eV
ΔE to the lowest compared entry with this formula, charge and spin: 25.2 kcal/mol

Atoms and positions in Å:
C: -0.53148 1.48067 1.22729
C: 0.18509 0.84845 0.28866
C: 1.63677 1.20805 0.05219
C: -0.49703 0.08256 -0.85653
C: -0.25143 -1.41753 -0.80771
N: -0.77941 -1.94620 0.46808
H: -0.07773 2.02890 2.03873
H: -1.61047 1.38224 1.17522
H: 1.75752 1.72677 -0.88977
H: 2.00060 1.65772 0.97752
H: 2.17579 0.24567 0.07129
H: -1.54082 0.35775 -0.69292
H: -0.05447 0.46303 -1.78029
H: 0.80748 -1.66035 -0.83236
H: -0.79261 -1.89759 -1.62753
H: -0.73209 -2.94833 0.47014
H: -1.69572 -1.61181 0.71799

Atomic forces in eV per Å
C 0.078 -1.012 -0.686
C -0.241 1.468 -0.901
C -0.311 -2.218 1.771
C 0.990 0.603 1.317
C -1.450 -0.175 1.064
N 0.981 0.225 -0.102
H -0.013 0.251 -0.072
H -0.035 -0.017 0.467
H 0.283 0.284 0.096
H 0.194 0.798 -0.526
H 0.229 0.274 -0.671
H -0.224 -0.443 -0.838
H -0.539 0.136 -0.179
H 0.117 0.060 -0.265
H 0.384 0.098 -0.415
H -0.279 -0.272 0.154
H -0.163 -0.060 -0.212

---

Entry 7:
An isolated molecule of C5H11N in a non-equilibrium geometry, computed with the ωB97M-V functional and the def2-TZVPD basis.

Spin multiplicity: 1
Gap between HOMO and LUMO: 8.9 eV
ΔE to the lowest compared entry with this formula, charge and spin: 19.2 kcal/mol

Atoms and positions in Å:
C: -0.64235 1.53040 1.37176
N: -0.29168 0.31640 0.68829
C: 1.01141 -0.38332 0.62059
C: 1.17533 -0.88537 -0.83106
C: -0.31287 -1.09377 -1.18959
C: -0.93678 0.14471 -0.60018
H: -1.37787 1.31544 2.14942
H: 0.23228 1.99895 1.83162
H: -1.06640 2.26575 0.68072
H: 0.84935 -1.29239 1.20693
H: 1.79380 0.24038 1.05710
H: 1.66964 -0.16291 -1.48439
H: 1.77965 -1.78083 -0.75613
H: -0.49337 -1.21105 -2.25625
H: -0.61805 -2.02937 -0.71290
H: -2.02394 0.00409 -0.53047
H: -0.74815 1.02291 -1.24546

Atomic forces in eV per Å
C 0.674 -0.161 0.218
N -0.423 -0.554 -1.283
C -0.975 0.352 0.478
C -0.177 0.547 0.849
C 1.191 -0.375 -0.427
C -0.629 -0.125 0.060
H -0.068 0.275 0.136
H -0.005 -0.040 0.116
H -0.026 0.001 -0.046
H 0.683 0.016 0.372
H 0.230 -0.185 -0.177
H -0.109 0.018 0.029
H 0.033 -0.292 -0.482
H 0.014 0.121 -0.082
H -0.375 0.254 0.158
H 0.077 0.263 0.195
H -0.114 -0.113 -0.113

---

Entry 8:
An isolated molecule of C5H11N in a non-equilibrium geometry, computed with the ωB97M-V functional and the def2-TZVPD basis.

Spin multiplicity: 1
Gap between HOMO and LUMO: 9.8 eV
ΔE to the lowest compared entry with this formula, charge and spin: 55.2 kcal/mol

Atoms and positions in Å:
C: -1.12253 1.32794 -0.22862
C: -0.32163 0.05583 -0.06291
C: -1.15626 -1.28733 0.12928
C: 0.81223 0.26050 0.91566
C: 1.91813 0.00057 -0.17557
N: 0.57442 -0.20091 -1.13755
H: -1.77771 1.21206 -1.12143
H: -0.49247 2.10656 -0.38605
H: -1.80562 1.72812 0.54748
H: -1.74134 -1.24620 1.00701
H: -1.58206 -1.55696 -0.83801
H: -0.51486 -2.16162 0.38310
H: 0.94165 1.25651 1.18717
H: 0.89834 -0.35860 1.75649
H: 2.38295 0.86688 -0.66679
H: 2.61852 -0.85352 -0.07240
H: 0.36824 -1.14982 -1.23687

Atomic forces in eV per Å
C -3.348 -1.762 -0.600
C -1.246 -0.901 2.567
C 1.994 0.677 0.002
C 1.767 -0.143 -0.882
C -3.186 -0.612 -1.973
N 3.082 0.957 -0.932
H 0.444 0.198 0.332
H 2.168 2.291 -0.863
H 0.411 -1.008 0.229
H -1.655 0.240 0.445
H -0.828 0.233 0.324
H 0.349 0.718 -0.317
H -0.220 1.790 1.031
H -0.084 -0.952 1.237
H 0.138 -0.271 0.819
H -0.678 0.451 -0.157
H 0.893 -1.904 -1.262

---

In order of appearance, LUMO = 0.9950; 1.0086; 0.9417; 0.0907; 1.1468; 1.0664; 1.1605; 1.0344 eV.